CH4NO3P | wB97M-V/def2-TZVPD

Structure (ORCA input):
```
! RIJCOSX wB97M-V def2-TZVPD def2/J DEFGRID3
* xyz 0 3
C -0.614 0.645 -0.584
N 0.094 -0.458 -0.550
O -2.025 2.242 1.443
O -0.843 -0.100 1.787
O 0.392 2.016 1.029
P -0.918 1.363 1.075
H -0.523 1.508 -1.203
H 0.018 -1.054 0.336
H -0.608 0.099 2.665
H 0.567 -0.834 -1.392
*
```

Summary:
**Expectation value of S²**: 2.010
**LUMO energy (alpha / beta)**: 0.0195 / -0.1429 hartree
**Frontier orbital gap (alpha / beta)**: 7.44 / 6.99 eV
**Energy above the lowest of the compared OMol25 structures with the same formula, charge and spin**: 0.0 kJ/mol
**E**: -662.24275 Eh
**HOMO level (alpha / beta)**: -6.9 / -10.9 eV